(1)
The following is a DFT calculation (ωB97M-V/def2-TZVPD) of a structure of composition CH4Cl2O in a non-equilibrium geometry.

Properties
LUMO ... 0.858 eV
Strongest force on any atom ... 0.0639 hartree/bohr
Frontier orbital gap ... 11.3 eV

Cartesian coordinates (Å):
Cl (0.000, 0.000, 0.000)
Cl (2.186, -0.328, 1.923)
C (1.129, 0.783, 1.093)
H (1.664, 1.576, 0.536)
H (0.467, 1.277, 1.830)
O (1.941, -1.526, -0.374)
H (2.325, -1.862, -1.215)
H (1.081, -1.126, -0.636)

(2)
The following is a DFT calculation (ωB97M-V/def2-TZVPD) of the ion CH4Cl2OP with charge +1 in a non-equilibrium geometry.

Properties
Total charge ... +1
LUMO ... -4.523 eV
Strongest force on any atom ... 0.0637 hartree/bohr
Frontier orbital gap ... 12.5 eV

Cartesian coordinates (Å):
C (0.155, -0.118, -0.624)
O (-1.415, 0.020, 1.769)
P (-1.606, 0.010, 0.187)
Cl (-2.845, -1.458, -0.376)
Cl (-2.398, 1.750, -0.298)
H (0.070, 0.622, -1.454)
H (0.302, -1.313, -0.855)
H (0.897, 0.135, 0.129)
H (-1.711, -0.746, 2.313)

(3)
The following is a DFT calculation (ωB97M-V/def2-TZVPD) of a cluster of 2 separate species, CH4Cl2OSi in total in a non-equilibrium geometry.

Properties
LUMO ... -0.101 eV
Strongest force on any atom ... 0.0353 hartree/bohr
Frontier orbital gap ... 9.4 eV

Cartesian coordinates (Å):
C (0.862, 1.450, -0.200)
O (0.323, 0.138, -0.106)
Si (-1.163, -0.310, -0.558)
Cl (-1.970, 1.203, -1.730)
Cl (-0.412, -4.442, 1.812)
H (1.850, 1.355, -0.520)
H (0.850, 1.935, 0.735)
H (0.302, 1.942, -0.943)
H (-0.641, -3.271, 1.509)

(4)
The following is a DFT calculation (ωB97M-V/def2-TZVPD) of a cluster of 2 separate species, CH4Cl2S in total in a non-equilibrium geometry.

Properties
LUMO ... 0.651 eV
Strongest force on any atom ... 0.0318 hartree/bohr
Frontier orbital gap ... 10.4 eV
SMILES ... ClCCl.S

Cartesian coordinates (Å):
Cl (-1.956, -0.079, -0.472)
C (-0.540, -0.320, 0.558)
Cl (0.449, -1.697, 0.056)
H (-0.884, -0.498, 1.575)
H (0.076, 0.577, 0.507)
S (1.607, 1.823, 0.174)
H (2.480, 0.820, 0.003)
H (1.489, 2.042, -1.144)

(5)
The following is a DFT calculation (ωB97M-V/def2-TZVPD) of a cluster of 2 separate species, CH4ClNO in total in a non-equilibrium geometry.

Properties
LUMO ... 0.569 eV
Strongest force on any atom ... 0.0882 hartree/bohr
Frontier orbital gap ... 11.1 eV
SMILES ... O=CCl.N

Cartesian coordinates (Å):
O (-1.552, 1.467, -0.182)
C (-1.519, 0.331, 0.167)
Cl (-2.716, -0.983, -0.228)
H (-0.618, -0.139, 0.663)
N (1.578, 0.069, 0.018)
H (1.248, 0.051, -1.004)
H (2.541, -0.034, 0.171)
H (1.037, -0.763, 0.394)

(6)
The following is a DFT calculation (ωB97M-V/def2-TZVPD) of the molecule CH4ClNO in a non-equilibrium geometry.

Properties
LUMO ... 0.835 eV
Strongest force on any atom ... 0.0712 hartree/bohr
Frontier orbital gap ... 10.5 eV
SMILES ... OCNCl

Cartesian coordinates (Å):
O (-1.113, 0.816, 0.296)
C (-0.472, -0.287, -0.331)
N (0.877, -0.655, 0.251)
Cl (2.014, 0.639, 0.223)
H (-0.651, 1.751, 0.127)
H (-1.148, -1.245, -0.325)
H (-0.253, -0.063, -1.469)
H (0.745, -0.954, 1.228)

(7)
The following is a DFT calculation (ωB97M-V/def2-TZVPD) of the ion CH4ClNO2P with charge -1 in a non-equilibrium geometry.

Properties
Total charge ... -1
LUMO ... 4.045 eV
Strongest force on any atom ... 0.0681 hartree/bohr
Frontier orbital gap ... 7.7 eV
SMILES ... [O-]P(Cl)NCO

Cartesian coordinates (Å):
O (2.369, 0.399, -1.366)
P (1.333, 0.823, -0.428)
Cl (2.184, 0.189, 1.575)
N (0.089, -0.321, -0.517)
C (-1.226, -0.104, -0.058)
O (-1.280, 0.037, 1.348)
H (0.357, -1.222, -0.925)
H (-1.616, 0.898, -0.650)
H (-1.838, -0.889, -0.439)
H (-0.374, 0.190, 1.461)

(8)
The following is a DFT calculation (ωB97M-V/def2-TZVPD) of a cluster of 2 separate species, CH4ClNO2P in total in a non-equilibrium geometry.

Properties
Total charge ... -1
LUMO (alpha / beta) ... 3.275 / 3.218 eV
Strongest force on any atom ... 0.0625 hartree/bohr
Frontier orbital gap (alpha / beta) ... 9.1 / 6.8 eV

Cartesian coordinates (Å):
C (1.612, -0.609, -0.639)
N (1.339, -0.298, 0.752)
O (-1.729, 2.114, -0.526)
O (-2.135, 1.371, 1.949)
P (-1.700, 1.045, 0.534)
Cl (-2.673, -0.814, -0.140)
H (0.941, -1.400, -1.038)
H (1.203, 0.167, -1.268)
H (2.649, -0.717, -0.655)
H (0.493, -0.860, 1.031)

(9)
The following is a DFT calculation (ωB97M-V/def2-TZVPD) of the molecule CH4ClOPS in a non-equilibrium geometry.

Properties
LUMO ... -1.108 eV
Strongest force on any atom ... 0.0793 hartree/bohr
Frontier orbital gap ... 8.7 eV
SMILES ... C[P@@](O)(=S)Cl

Cartesian coordinates (Å):
C (0.123, -0.866, -1.029)
P (-0.365, 0.406, 0.294)
O (0.958, 1.327, 0.577)
S (-1.970, 1.439, 0.096)
Cl (-0.288, -0.874, 2.545)
H (-0.577, -0.530, -1.811)
H (1.073, -0.723, -1.354)
H (-0.071, -1.957, -0.809)
H (1.116, 1.778, 1.489)

(10)
The following is a DFT calculation (ωB97M-V/def2-TZVPD) of a structure of composition CH4CsN2O in a non-equilibrium geometry.

Properties
Total charge ... +1
LUMO ... -3.453 eV
Strongest force on any atom ... 0.0885 hartree/bohr
Frontier orbital gap ... 11.0 eV

Cartesian coordinates (Å):
Cs (1.199, -1.153, 5.188)
C (-1.197, -3.100, 6.141)
O (0.060, -3.309, 6.228)
N (-1.755, -2.628, 4.904)
N (-2.184, -2.868, 7.143)
H (-1.327, -2.854, 4.016)
H (-2.756, -2.783, 4.783)
H (-2.095, -3.449, 7.937)
H (-3.085, -2.440, 6.873)

(11)
The following is a DFT calculation (ωB97M-V/def2-TZVPD) of a structure of composition CH4CsO in a non-equilibrium geometry.

Properties
Total charge ... +1
LUMO ... -4.156 eV
Strongest force on any atom ... 0.0421 hartree/bohr
Frontier orbital gap ... 8.3 eV

Cartesian coordinates (Å):
Cs (2.778, 1.702, -4.776)
C (-0.205, -0.533, 0.700)
O (-0.807, 0.702, 0.815)
H (0.511, -0.472, -0.120)
H (0.339, -0.881, 1.578)
H (-1.038, -1.176, 0.417)
H (-1.578, 0.659, 1.386)

(12)
The following is a DFT calculation (ωB97M-V/def2-TZVPD) of a cluster of 3 separate species, CH4F2N4O in total in a non-equilibrium geometry.

Properties
LUMO ... 0.105 eV
Strongest force on any atom ... 0.0626 hartree/bohr
Frontier orbital gap ... 8.7 eV
SMILES ... [H]/N=N/F.NN=C=O.F

Cartesian coordinates (Å):
H (2.210, -0.326, 0.757)
N (1.803, 0.318, 0.069)
N (0.636, 0.426, 0.147)
F (0.176, 1.277, -1.016)
N (-2.302, 0.055, 0.088)
N (-1.600, -1.066, 0.001)
C (-0.570, -1.638, -0.089)
O (0.297, -2.440, -0.047)
H (-1.728, 0.735, -0.533)
H (-3.362, -0.159, -0.109)
F (4.884, 0.332, 0.283)
H (5.313, 0.795, -0.385)

(13)
The following is a DFT calculation (ωB97M-V/def2-TZVPD) of a structure of composition CH4F3N2O4PS in a non-equilibrium geometry.

Properties
LUMO ... 0.520 eV
Strongest force on any atom ... 0.1267 hartree/bohr
Frontier orbital gap ... 10.9 eV

Cartesian coordinates (Å):
C (0.227, -1.908, 1.467)
N (1.824, 1.898, -1.399)
N (-1.460, -0.140, 0.388)
O (-1.009, -2.171, -0.958)
O (0.676, -0.301, -0.574)
O (0.093, 1.904, 0.571)
O (-0.684, 1.570, -1.784)
F (1.095, -2.880, 1.201)
F (0.866, -0.920, 2.092)
F (-0.769, -2.369, 2.168)
P (0.538, 1.384, -0.798)
S (-0.481, -1.130, -0.058)
H (2.566, 2.063, -0.846)
H (-2.514, -0.158, 0.269)
H (-0.793, 1.578, 0.770)
H (-0.175, 1.581, -2.506)

(14)
The following is a DFT calculation (ωB97M-V/def2-TZVPD) of a cluster of 2 separate species, CH4FN in total in a non-equilibrium geometry.

Properties
LUMO (alpha / beta) ... -0.229 / 1.131 eV
Strongest force on any atom ... 0.0957 hartree/bohr
Frontier orbital gap (alpha / beta) ... 6.6 / 10.5 eV

Cartesian coordinates (Å):
C (-0.322, -0.457, -0.168)
N (0.832, -0.229, 0.485)
F (-1.424, -0.465, 0.486)
H (-0.387, -1.114, -1.136)
H (-0.887, 1.825, -1.222)
H (1.471, 0.385, 0.046)
H (0.717, 0.054, 1.509)

(15)
The following is a DFT calculation (ωB97M-V/def2-TZVPD) of a structure of composition CH4FN2O in a non-equilibrium geometry.

Properties
Total charge ... +1
LUMO ... -6.172 eV
Strongest force on any atom ... 0.0995 hartree/bohr
Frontier orbital gap ... 11.0 eV

Cartesian coordinates (Å):
C (-1.090, -0.659, 0.133)
N (-0.790, 0.586, -0.055)
N (1.645, 0.546, -0.142)
O (2.778, 0.544, -0.009)
F (1.099, -0.959, 0.020)
H (-0.849, 1.370, 0.577)
H (-0.955, -1.322, -0.611)
H (-1.407, -1.107, 1.014)
H (-0.431, 1.000, -0.927)

(16)
The following is a DFT calculation (ωB97M-V/def2-TZVPD) of a cluster of 2 separate species, CH4FP in total in a non-equilibrium geometry.

Properties
LUMO (alpha / beta) ... -2.378 / -2.683 eV
Strongest force on any atom ... 0.0565 hartree/bohr
Frontier orbital gap (alpha / beta) ... 8.8 / 7.2 eV

Cartesian coordinates (Å):
C (0.702, -0.055, 0.318)
F (-2.446, -0.753, -0.092)
P (-0.546, 1.212, 0.034)
H (0.327, -0.947, -0.020)
H (1.002, -0.273, 1.308)
H (1.594, -0.003, -0.225)
H (-0.633, 0.819, -1.323)

(17)
The following is a DFT calculation (ωB97M-V/def2-TZVPD) of the molecule CH4FP in a non-equilibrium geometry.

Properties
LUMO ... 0.820 eV
Strongest force on any atom ... 0.0666 hartree/bohr
Frontier orbital gap ... 10.8 eV
SMILES ... CPF

Cartesian coordinates (Å):
C (0.661, -0.071, 0.353)
P (-1.014, 0.644, -0.001)
F (-1.947, -0.719, -0.215)
H (0.804, 0.180, 1.499)
H (1.465, 0.481, -0.201)
H (0.817, -1.096, 0.067)
H (-0.786, 0.581, -1.502)

(18)
The following is a DFT calculation (ωB97M-V/def2-TZVPD) of a structure of composition CH4I2N in a non-equilibrium geometry.

Properties
Total charge ... +1
LUMO ... -5.179 eV
Strongest force on any atom ... 0.1039 hartree/bohr
Frontier orbital gap ... 8.9 eV

Cartesian coordinates (Å):
C (-0.412, 0.106, -0.461)
N (0.708, -0.127, 0.376)
I (-1.536, -1.640, 0.022)
I (-1.449, 2.106, 0.016)
H (-0.145, 0.153, -1.711)
H (1.460, 0.547, 0.149)
H (0.926, -1.096, 0.292)
H (0.449, -0.050, 1.318)

(19)
The following is a DFT calculation (ωB97M-V/def2-TZVPD) of a structure of composition CH4I2OSi in a non-equilibrium geometry.

Properties
LUMO (alpha / beta) ... 0.414 / -3.826 eV
Strongest force on any atom ... 0.0735 hartree/bohr
Multiplicity ... 3
Frontier orbital gap (alpha / beta) ... 6.6 / 5.7 eV

Cartesian coordinates (Å):
C (-2.266, 0.080, -0.367)
O (-1.124, 0.542, 0.366)
Si (0.344, -0.128, 0.519)
I (-3.017, -1.931, 0.047)
I (-3.871, 1.531, -0.018)
H (-2.100, -0.078, -1.417)
H (0.210, -1.549, 0.790)
H (1.025, 0.746, 1.585)
H (1.096, -0.014, -0.844)

(20)
The following is a DFT calculation (ωB97M-V/def2-TZVPD) of a structure of composition CH4IN3 in a non-equilibrium geometry.

Properties
LUMO (alpha / beta) ... 0.726 / -3.002 eV
Strongest force on any atom ... 0.1238 hartree/bohr
Multiplicity ... 3
Frontier orbital gap (alpha / beta) ... 7.5 / 6.5 eV

Cartesian coordinates (Å):
C (-0.388, 0.134, 0.641)
N (0.684, 0.233, -0.290)
N (0.792, -0.648, -1.186)
N (1.591, -0.308, -2.103)
I (2.785, -1.665, -3.177)
H (-1.088, 0.991, 0.687)
H (0.094, -0.094, 1.617)
H (-0.979, -0.783, 0.291)
H (2.336, 0.577, -1.537)